Model one:
DFT (the ωB97M-V functional and the def2-TZVPD basis) results for a structure of composition C3H3NO2.

Element x y z (Å)
C1 -0.042 -1.390 0.662
C2 -0.962 -0.486 0.118
C3 0.864 -0.204 0.816
N1 -0.309 0.589 0.547
O1 2.005 0.043 0.942
O2 -0.224 2.108 -1.833
H1 -0.155 -2.287 1.244
H2 -1.885 -0.523 -0.430
H3 0.708 2.151 -2.066

Output
molecular weight	85.1	g/mol
HOMO energy (alpha / beta)	-10.181 / -9.120	eV
frontier orbital gap (alpha / beta)	9.273 / 7.409	eV

=====

Model two:
DFT (the ωB97M-V functional and the def2-TZVPD basis) results for the molecule C3H3NO2.

Element x y z (Å)
C1 0.917 -0.887 0.586
O1 -0.463 -0.560 0.356
C2 -1.168 0.451 -0.134
O2 -2.340 0.553 0.109
C3 -0.553 1.400 -1.084
N1 -0.143 2.137 -1.876
H1 1.632 -0.721 -0.228
H2 1.263 -0.412 1.510
H3 0.856 -1.961 0.763

Output
molecular weight	85.1	g/mol
HOMO energy	-11.610	eV
frontier orbital gap	11.649	eV

=====

Model three:
DFT (the ωB97M-V functional and the def2-TZVPD basis) results for a structure of composition C3H3NO2.

Element x y z (Å)
O1 -0.130 0.402 1.948
C1 0.686 0.844 -0.694
O2 0.699 -0.524 -0.772
C2 -0.485 -0.929 -0.037
C3 -0.493 0.328 0.811
N1 -0.259 1.434 -0.075
H1 1.599 1.331 -1.007
H2 -1.334 -1.061 -0.719
H3 -0.284 -1.826 0.545

Output
molecular weight	85.1	g/mol
HOMO energy	-10.411	eV
frontier orbital gap	11.157	eV

=====

Of them, model one has the lowest stability.

=====

Model one:
DFT (the ωB97M-V functional and the def2-TZVPD basis) results for a cluster of 2 separate species, CH6N2S in total.

Element x y z (Å)
S1 -1.688 -0.190 -0.039
H1 -2.082 0.959 0.532
N1 1.279 -0.299 -1.039
C1 0.922 0.558 -0.044
N2 1.050 0.211 1.225
H2 0.624 -1.059 -1.106
H3 1.547 0.104 -1.920
H4 0.519 1.534 -0.283
H5 0.278 0.445 1.832
H6 1.619 -0.577 1.488

Output
molecular weight	78.1	g/mol
HOMO energy	-7.346	eV
frontier orbital gap	7.214	eV

=====

Model two:
DFT (the ωB97M-V functional and the def2-TZVPD basis) results for a cluster of 2 separate species, CH6N2S in total.

Element x y z (Å)
C1 -1.783 0.592 0.058
N1 0.213 -0.767 0.039
N2 -0.660 0.076 -0.492
S1 2.903 0.113 -0.374
H1 -2.092 0.411 1.044
H2 -2.417 1.353 -0.471
H3 1.529 -0.327 -0.094
H4 -0.207 -0.984 0.930
H5 -0.473 0.339 -1.407
H6 3.556 -0.511 0.653

Output
molecular weight	78.1	g/mol
HOMO energy	-8.110	eV
frontier orbital gap	7.987	eV

=====

Of them, model two has the lowest stability.